Computed, not measured: C16H21AuN4SSi as an isolated structure in a non-equilibrium geometry, with wB97M-V/def2-TZVPD.

Results
Energy above the lowest of the compared OMol25 structures with the same formula, charge and spin ... 0.0 kcal/mol
LUMO level ... -8.55 eV
Highest occupied orbital energy ... -14.50 eV
HOMO-LUMO gap ... 5.9 eV
Electronic energy ... -45283.530 eV
Net charge ... +2

Each line ends with the Löwdin charge.
Positions of all 44 atoms, in Å:
Au (0.0474, 1.4676, 0.2028)  0.74
C (-1.4347, 0.3249, -4.1044)  0.01
C (-0.7984, 0.8140, -2.8426)  -0.23
N (-1.3767, 1.0520, -1.7388)  -0.01
N (-2.6861, 0.8582, -1.4779)  0.03
C (-3.1501, 1.2470, -0.2704)  -0.72
N (-4.4302, 1.0511, -0.0190)  0.16
S (-2.2007, 2.0233, 0.9429)  0.73
C (0.6815, 1.0726, -2.8015)  -0.20
C (1.4754, 0.8110, -3.8987)  0.03
C (2.8370, 1.0959, -3.8511)  0.01
C (3.3701, 1.6643, -2.7132)  0.00
C (2.5249, 1.9010, -1.6407)  -0.09
N (1.2218, 1.5987, -1.6750)  -0.01
H (-2.5198, 0.2861, -4.0450)  0.08
H (-1.0790, -0.6779, -4.3485)  0.11
H (-1.1822, 0.9848, -4.9346)  0.11
H (-3.3143, 0.4507, -2.1616)  0.16
H (-5.0755, 0.6916, -0.7078)  0.14
H (-4.8164, 1.3622, 0.8603)  0.13
H (1.0457, 0.3922, -4.7969)  0.12
H (3.4658, 0.8865, -4.7063)  0.14
H (4.4180, 1.9185, -2.6437)  0.13
H (2.8931, 2.3584, -0.7326)  0.12
C (0.9892, -1.6063, 0.0165)  -0.18
Si (1.0656, -0.3758, 1.4076)  0.58
C (2.7807, 0.0542, 1.9203)  -0.16
C (0.0517, -1.0097, 2.8177)  -0.30
C (-1.1413, -0.4872, 3.3181)  -0.11
C (-1.7331, -1.0474, 4.4425)  -0.06
C (-1.1484, -2.1412, 5.0628)  -0.05
C (0.0351, -2.6720, 4.5705)  -0.05
C (0.6344, -2.1163, 3.4500)  -0.10
H (1.5446, -2.4879, 0.3549)  0.06
H (1.4553, -1.2471, -0.9048)  0.02
H (-0.0394, -1.8990, -0.1940)  0.04
H (3.1720, -0.8263, 2.4402)  0.06
H (2.8278, 0.9035, 2.6024)  0.05
H (3.4238, 0.2614, 1.0621)  0.03
H (-1.6153, 0.3612, 2.8497)  0.01
H (-2.6508, -0.6278, 4.8330)  0.11
H (-1.6218, -2.5910, 5.9250)  0.12
H (0.4983, -3.5235, 5.0506)  0.12
H (1.5549, -2.5564, 3.0792)  0.10